(1)
DFT (ωB97M-V/def2-TZVPD) results for a structure of composition C33H28Cl3N5OPdS2.

## Properties
Highest occupied orbital energy, eV: -7.3
Kohn-Sham gap, eV: 7.7
E_LUMO, eV: 0.40

Structure (XYZ):
```
73
Properties=species:S:1:pos:R:3:forces:R:3:lowdin_charge:R:1
Pd 0.4114 -0.9342 -1.4454 0.256 -0.364 0.123 0.624
N -0.7096 -2.5047 -2.3397 -0.155 0.098 -0.137 0.023
C -2.0725 -2.0815 -2.2742 0.095 0.149 -0.121 -0.267
C -3.0236 -2.8085 -1.5818 -0.009 0.029 -0.017 -0.050
C -4.3204 -2.3179 -1.4804 -0.007 0.008 0.006 -0.095
C -4.6449 -1.1130 -2.0797 -0.016 0.002 0.014 -0.087
C -3.6769 -0.3949 -2.7725 0.031 0.020 0.020 -0.033
C -2.3691 -0.8537 -2.8868 0.024 -0.109 0.076 -0.153
C -1.3184 -0.0618 -3.5991 -0.067 0.030 0.102 -0.209
C -1.7220 0.6338 -4.7430 0.012 -0.015 -0.067 -0.059
C -0.8594 1.4810 -5.4155 0.048 -0.035 0.078 -0.095
C 0.4314 1.6401 -4.9322 -0.073 -0.002 -0.062 -0.093
C 0.8467 0.9451 -3.8065 0.242 -0.201 0.012 -0.135
C 0.0091 0.0683 -3.1175 -0.374 0.081 -0.041 -0.240
H -0.5190 -3.4175 -1.9474 -0.141 0.020 0.104 0.110
H -0.3521 -2.4592 -3.2899 -0.006 -0.063 -0.002 0.112
H -2.7530 -3.7538 -1.1252 0.006 -0.006 -0.008 0.111
H -5.0696 -2.8800 -0.9382 0.004 -0.005 0.000 0.100
H -5.6498 -0.7194 -1.9999 0.002 0.000 0.000 0.101
H -3.9337 0.5651 -3.2015 0.009 -0.001 -0.009 0.114
H -2.7300 0.4950 -5.1162 -0.003 0.006 0.005 0.106
H -1.1923 2.0085 -6.3000 0.006 0.001 -0.004 0.098
H 1.1238 2.3073 -5.4312 -0.004 0.002 -0.005 0.100
H 1.8583 1.0912 -3.4509 -0.025 0.021 0.010 0.056
Cl 4.0004 2.7371 3.8054 0.004 -0.001 0.001 0.685
C 2.4256 2.0343 3.9730 0.010 0.003 -0.001 -0.656
C 1.4564 2.2773 3.0144 0.007 -0.007 0.014 -0.068
C 0.2054 1.7075 3.1693 -0.024 0.005 -0.012 0.004
C -0.1026 0.8852 4.2469 0.024 0.001 -0.016 -0.187
C -1.4397 0.1845 4.3492 -0.028 -0.109 0.063 -0.275
C -1.3731 -1.2532 3.7613 0.010 0.000 0.001 -0.049
N -0.4618 -1.4773 2.6432 -0.002 -0.051 -0.008 -0.052
C 0.9052 -1.6393 2.7543 -0.003 -0.019 0.022 -0.044
C 1.3743 -1.8226 1.4946 -0.004 -0.037 -0.051 -0.138
N 0.3243 -1.7915 0.6058 0.100 0.100 0.040 -0.041
C -0.7560 -1.5900 1.3299 -0.047 -0.064 0.035 -0.194
O -2.5404 0.9730 3.9285 0.065 0.100 -0.044 -0.075
C -2.9897 0.9449 2.5792 -0.101 -0.085 0.000 -0.163
C -2.9200 2.2833 1.9074 -0.011 0.057 -0.038 -0.330
C -2.2609 2.4994 0.7319 0.039 -0.260 0.391 -0.956
Cl -1.2784 1.3138 -0.0280 -0.014 0.294 -0.544 0.735
S -2.3718 4.1165 0.1850 -0.004 -0.006 -0.032 1.017
C -3.3370 4.5341 1.5416 0.019 0.009 0.005 -0.404
C -3.5457 3.4781 2.3693 -0.061 -0.002 -0.023 -0.127
C 0.9012 0.6657 5.1838 0.020 -0.014 -0.015 -0.591
Cl 0.6317 -0.4025 6.5403 -0.009 -0.005 -0.003 0.717
C 2.1599 1.2324 5.0685 -0.019 0.007 -0.011 -0.131
H 1.6833 2.8887 2.1525 -0.004 -0.001 -0.004 0.115
H -0.5482 1.9018 2.4213 0.054 0.006 0.070 0.073
H -1.6516 0.0344 5.4079 0.021 0.007 0.008 0.120
H -2.3731 -1.5771 3.4739 -0.001 0.013 -0.031 0.139
H -1.0408 -1.9103 4.5645 -0.010 0.009 0.010 0.120
H 1.4036 -1.6030 3.7066 0.009 -0.003 0.004 0.119
H 2.3869 -1.9522 1.1551 0.001 0.016 0.003 0.097
H -1.7614 -1.5334 0.9426 0.011 0.034 -0.025 0.118
H -4.0328 0.6119 2.5972 0.009 -0.004 0.012 0.140
H -2.4294 0.2248 1.9887 0.012 0.023 -0.028 0.064
H -3.7051 5.5415 1.6468 0.006 0.001 0.002 0.067
H -4.1227 3.5374 3.2810 0.002 -0.010 0.002 0.118
H 2.9177 1.0422 5.8144 0.003 0.004 -0.001 0.106
C 6.8885 -0.1550 -2.4561 0.006 0.007 0.003 -0.037
C 5.5480 -0.7976 -2.2560 0.016 0.063 0.021 -0.344
C 5.3021 -2.1094 -2.6492 0.002 -0.069 0.000 -0.038
C 4.0349 -2.5979 -2.4036 0.021 0.014 0.023 -0.150
N 3.0690 -1.8729 -1.8483 0.080 0.156 0.015 0.023
C 3.3851 -0.5973 -1.5425 -0.041 -0.043 0.086 -0.790
S 2.1610 0.4474 -0.8593 -0.027 0.201 0.009 0.591
N 4.5978 -0.0511 -1.7079 0.035 0.013 -0.013 0.087
H 7.6984 -0.8686 -2.3056 -0.003 -0.005 -0.008 0.075
H 7.0011 0.6820 -1.7712 -0.001 -0.002 0.003 0.077
H 6.9657 0.2285 -3.4757 -0.002 0.003 0.001 0.084
H 6.0705 -2.7173 -3.1057 -0.014 -0.018 0.005 0.103
H 3.7797 -3.6239 -2.6512 -0.009 0.002 -0.015 0.103
```
Positions in Å, forces in eV/Å.

---

(2)
DFT (ωB97M-V/def2-TZVPD) results for a structure of composition C33H29AsMnNO5S.

## Properties
Total charge: -1
Highest occupied orbital energy (spin up / spin down), eV: -3.7 / -3.7
Kohn-Sham gap (spin up / spin down), eV: 6.1 / 6.1
Spin multiplicity: 6
E_LUMO (spin up / spin down), eV: 2.47 / 2.46

Structure (XYZ):
```
71
Properties=species:S:1:pos:R:3:forces:R:3:lowdin_spin:R:1
Mn 0.6155 -0.4742 0.8206 -0.359 -0.652 0.038 4.672
C 1.5062 -6.9832 -0.4183 -0.087 0.029 -0.147 0.000
O 1.3153 -6.4094 -1.6999 0.147 -0.307 0.207 0.000
C 0.9626 -5.0951 -1.7413 -0.146 0.141 0.172 0.001
C 0.9171 -4.5286 -3.0214 -0.004 0.032 -0.068 0.004
C 0.5706 -3.2023 -3.1262 -0.078 0.120 0.018 0.001
C 0.2977 -2.4038 -2.0064 0.001 0.115 -0.177 0.004
C 0.0659 -0.9617 -2.1843 -0.059 -0.406 -0.146 0.008
C -0.8405 -0.4733 -3.2647 -0.057 0.039 -0.265 0.002
O 0.5664 -0.1281 -1.4335 0.114 0.329 0.388 0.035
C 0.3071 -2.9842 -0.7073 -0.179 0.076 0.235 0.008
O -0.0326 -2.3424 0.3650 0.352 -0.091 -0.238 0.061
C 0.6481 -4.3596 -0.6158 0.050 -0.004 -0.026 0.004
H 1.8924 -7.9845 -0.5842 0.011 -0.051 -0.047 0.000
H 0.5694 -7.0485 0.1407 -0.027 0.028 -0.025 0.000
H 2.2250 -6.4098 0.1690 0.055 0.041 0.018 0.000
H 1.1495 -5.1381 -3.8866 0.000 0.061 0.080 0.000
H 0.5466 -2.7448 -4.1108 -0.013 -0.034 0.058 0.000
H -0.9958 -1.2025 -4.0586 -0.036 0.072 0.031 0.000
H -0.4907 0.4806 -3.6639 0.006 -0.064 0.030 0.000
H -1.8023 -0.2970 -2.7577 0.035 -0.082 -0.022 0.000
H 0.6373 -4.7913 0.3776 -0.013 0.046 -0.091 0.000
S -3.4400 -0.2154 -0.5087 -0.012 0.394 -0.081 0.006
C -3.5095 1.4810 -0.9214 -0.045 0.053 -0.065 0.001
C -4.5848 2.0624 -1.6333 0.082 0.097 0.031 0.000
C -4.6334 3.4241 -1.8967 0.052 -0.158 0.054 0.000
C -3.6136 4.2778 -1.4718 -0.054 -0.069 -0.030 0.000
C -2.5323 3.7373 -0.7908 -0.092 -0.131 -0.068 0.002
C -2.4779 2.3703 -0.5356 -0.121 -0.267 -0.179 0.008
As -1.0894 1.5303 0.5087 0.047 0.562 0.442 0.027
C 0.3135 2.9167 0.3182 -0.062 0.062 -0.003 0.004
C 0.9980 3.5233 1.3702 0.018 0.012 -0.056 0.002
C 2.0656 4.3835 1.1208 -0.064 -0.081 -0.054 0.000
C 2.4663 4.6456 -0.1835 -0.094 -0.087 -0.039 0.002
C 1.7932 4.0398 -1.2425 0.021 0.019 0.145 0.000
C 0.7312 3.1806 -0.9901 0.129 0.093 0.177 0.002
C -1.8233 1.8890 2.2817 0.031 -0.027 -0.018 0.002
C -1.9864 3.1676 2.7983 -0.078 0.025 0.087 0.000
C -2.5301 3.3505 4.0649 0.010 -0.063 -0.037 0.000
C -2.9289 2.2505 4.8154 0.026 -0.016 -0.059 0.000
C -2.7806 0.9700 4.2961 0.020 0.091 -0.034 0.000
C -2.2271 0.7906 3.0343 -0.005 0.252 0.179 0.002
H -5.3907 1.4121 -1.9563 0.043 0.045 0.011 0.000
H -5.4822 3.8331 -2.4380 0.039 -0.045 0.035 0.000
H -3.6618 5.3430 -1.6693 0.001 -0.051 -0.001 0.000
H -1.7292 4.3863 -0.4636 0.043 -0.009 0.020 0.000
H 0.7115 3.3031 2.3903 0.035 0.002 -0.031 0.000
H 2.5901 4.8433 1.9518 -0.033 -0.015 -0.025 0.000
H 3.2970 5.3151 -0.3764 -0.024 -0.010 0.001 0.000
H 2.0938 4.2403 -2.2640 0.011 -0.014 -0.002 0.000
H 0.2213 2.7034 -1.8151 -0.060 -0.039 -0.098 0.000
H -1.6903 4.0288 2.2112 -0.015 0.021 -0.010 0.000
H -2.6482 4.3517 4.4629 -0.001 -0.008 -0.009 0.000
H -3.3600 2.3922 5.8001 0.017 -0.004 -0.025 0.000
H -3.0975 0.1095 4.8722 0.004 -0.005 -0.004 0.000
H -2.1142 -0.2020 2.6320 0.004 -0.235 -0.107 0.001
O 1.1317 -1.3411 3.0094 0.091 0.497 0.036 0.031
C 1.3355 -0.1548 3.3540 -0.286 -0.225 -0.567 0.012
O 1.1374 0.8387 2.5919 0.223 -0.386 0.005 0.033
H 1.7138 0.0508 4.3618 0.045 0.050 0.245 0.001
C 5.2306 -0.4158 1.6265 0.178 0.087 0.087 0.006
C 4.6074 0.5967 0.9196 -0.007 0.080 -0.112 0.001
C 3.3862 0.3250 0.3297 0.085 0.109 -0.189 0.012
N 2.7770 -0.8589 0.4285 0.219 0.340 0.211 0.028
C 3.3859 -1.8259 1.1091 -0.009 -0.279 -0.003 0.009
C 4.6194 -1.6529 1.7113 0.002 -0.182 -0.002 0.001
H 6.1844 -0.2397 2.1114 -0.040 -0.013 -0.022 0.000
H 5.0419 1.5835 0.8298 -0.011 -0.035 -0.001 0.000
H 2.8654 1.0791 -0.2525 -0.044 0.063 0.078 0.002
H 2.8469 -2.7646 1.1700 -0.017 0.048 0.079 0.000
H 5.0753 -2.4707 2.2531 -0.017 0.014 -0.011 0.000
```
Positions in Å, forces in eV/Å.

---

(3)
DFT (ωB97M-V/def2-TZVPD) results for a structure of composition C33H29F3N8O3PbS4Sb.

## Properties
Total charge: -1
Highest occupied orbital energy, eV: -4.1
Kohn-Sham gap, eV: 6.3
E_LUMO, eV: 2.20

Structure (XYZ):
```
82
Properties=species:S:1:pos:R:3:forces:R:3:lowdin_charge:R:1
Pb 1.6193 -0.5978 -1.8470 0.003 -0.091 0.150 0.780
C 4.0591 -0.2914 3.1468 -0.130 0.032 -0.087 -0.035
C 3.2371 0.1331 1.9541 0.068 -0.108 0.178 -0.293
N 2.7147 -0.6604 1.1075 -0.023 0.210 -0.091 0.014
N 2.8614 -2.0149 1.2931 0.029 -0.088 0.276 0.030
C 3.1775 -2.6096 0.1648 -0.377 0.076 -0.250 -0.539
O 3.4120 -2.0496 -0.9503 0.026 -0.112 -0.062 -0.244
C 3.2164 -4.1125 0.2101 0.153 0.012 -0.047 -0.146
C 3.2065 -4.8124 -0.9931 0.002 -0.014 -0.025 -0.020
C 3.2691 -6.1995 -0.9981 -0.022 0.001 0.039 -0.088
C 3.3534 -6.8988 0.1990 0.001 0.010 -0.028 -0.114
C 3.3592 -6.2040 1.4027 -0.032 0.018 -0.012 -0.106
C 3.2882 -4.8180 1.4078 -0.062 -0.042 0.058 -0.049
C 3.0740 1.5903 1.6910 -0.069 0.119 -0.042 -0.244
C 3.1576 2.5256 2.7233 -0.022 -0.021 0.042 -0.032
C 3.0704 3.8744 2.4238 -0.022 0.022 0.009 -0.078
C 2.9187 4.2600 1.1023 -0.018 -0.018 0.052 -0.076
C 2.8227 3.2607 0.1434 -0.061 -0.079 -0.080 -0.161
N 2.8846 1.9638 0.4224 0.053 0.028 -0.014 0.124
H 4.2035 -1.3662 3.1158 0.014 -0.044 -0.004 0.056
H 5.0295 0.2094 3.1397 -0.016 0.015 0.011 0.083
H 3.5590 -0.0341 4.0848 0.010 0.001 -0.009 0.070
H 3.1573 -4.2504 -1.9181 0.035 0.005 0.023 0.096
H 3.2621 -6.7343 -1.9399 -0.001 0.006 -0.001 0.098
H 3.4250 -7.9802 0.1945 -0.020 0.011 0.002 0.091
H 3.4271 -6.7457 2.3386 0.007 0.007 0.009 0.091
H 3.2890 -4.2641 2.3375 0.033 0.009 -0.011 0.097
H 3.2716 2.2006 3.7488 0.048 -0.007 -0.016 0.100
H 3.1215 4.6135 3.2140 0.017 -0.002 -0.001 0.101
H 2.8763 5.3032 0.8167 -0.014 -0.020 -0.003 0.097
H 2.6972 3.5067 -0.9068 -0.024 -0.029 -0.028 0.080
S 2.0315 1.6296 -3.2840 0.070 0.055 0.003 -0.234
S 2.9283 0.8905 -4.9999 -0.033 -0.052 -0.046 -0.171
S 1.7476 -0.7001 -5.4821 -0.058 0.084 -0.017 -0.165
S 2.1583 -2.0609 -3.9851 0.226 -0.069 0.087 -0.132
N -0.7852 -2.4751 1.1228 -0.032 0.082 -0.075 0.059
N -1.1750 -3.6509 0.4470 -0.138 -0.135 0.326 -0.025
C -1.3740 -3.6091 -0.8854 0.071 0.387 -0.318 -0.413
N -1.7474 -4.7625 -1.4735 0.056 0.204 -0.262 0.183
N -1.0933 -2.4488 -1.4535 -0.030 -0.253 0.249 0.140
N -1.4029 -2.2231 -2.7613 -0.410 0.030 -0.361 -0.416
O -0.8752 -1.2426 -3.2320 0.074 0.159 -0.158 -0.088
O -2.2077 -2.9092 -3.4077 0.248 -0.314 0.508 0.018
H 0.1400 -2.1934 0.8146 0.271 0.008 -0.014 0.049
H -0.7291 -2.6976 2.1054 -0.055 -0.043 0.095 0.084
H -0.8863 -4.5375 0.8304 0.176 -0.008 -0.033 0.142
H -2.0969 -5.5122 -0.9049 -0.055 0.023 -0.034 0.106
H -2.0485 -4.6710 -2.4334 -0.059 -0.060 0.007 0.088
F -3.8033 7.6684 -1.1511 -0.012 0.014 -0.007 0.041
C -3.1861 6.4645 -1.1065 -0.009 -0.020 -0.019 -0.292
C -1.8979 6.3954 -0.6219 0.084 -0.003 0.012 -0.019
C -1.2793 5.1526 -0.5763 0.030 -0.018 -0.011 -0.130
C -1.9289 3.9927 -1.0004 0.108 -0.089 0.123 -0.374
C -3.2269 4.1150 -1.4938 0.081 0.035 0.053 -0.112
C -3.8650 5.3498 -1.5496 -0.011 -0.033 -0.018 -0.015
Sb -0.8791 2.1017 -0.7086 -0.467 0.247 0.026 1.475
C -1.5172 1.9450 1.3531 0.142 -0.072 -0.046 -0.383
C -0.7050 1.2236 2.2304 0.071 -0.006 -0.158 -0.124
C -1.0435 1.0746 3.5708 0.073 -0.024 -0.022 -0.016
C -2.2102 1.6558 4.0169 -0.012 0.020 -0.061 -0.291
F -2.5514 1.5176 5.3193 -0.019 0.003 0.042 0.041
C -3.0439 2.3774 3.1848 -0.016 0.007 -0.016 -0.015
C -2.6867 2.5203 1.8503 0.073 -0.042 0.034 -0.111
C -2.5002 0.9336 -1.5012 0.085 0.000 0.040 -0.404
C -3.3164 0.1441 -0.6965 -0.029 0.053 -0.051 -0.113
C -4.3667 -0.5849 -1.2447 0.047 -0.005 0.077 -0.016
C -4.5751 -0.5159 -2.6053 0.020 -0.024 -0.017 -0.293
F -5.5995 -1.2186 -3.1414 -0.005 -0.008 -0.005 0.046
C -3.7680 0.2271 -3.4416 0.029 0.058 -0.061 -0.015
C -2.7232 0.9460 -2.8786 -0.009 0.049 0.072 -0.146
H -1.3953 7.2973 -0.2958 -0.015 -0.029 0.005 0.115
H -0.2655 5.0957 -0.1925 0.007 -0.010 0.002 0.088
H -3.7634 3.2415 -1.8365 -0.030 -0.096 -0.010 0.090
H -4.8746 5.4505 -1.9260 0.008 -0.004 -0.007 0.115
H 0.2128 0.7643 1.8634 -0.088 0.048 0.066 0.079
H -0.4138 0.5258 4.2600 -0.023 -0.002 -0.020 0.115
H -3.9516 2.8156 3.5797 0.022 -0.004 0.009 0.114
H -3.3351 3.0919 1.1970 0.005 0.002 -0.038 0.098
H -3.1359 0.0868 0.3699 -0.021 -0.016 -0.005 0.091
H -5.0094 -1.2045 -0.6325 0.005 0.007 -0.007 0.114
H -3.9379 0.2177 -4.5102 -0.006 -0.014 0.030 0.123
H -2.0621 1.5080 -3.5308 -0.024 -0.028 -0.010 0.113
```
Positions in Å, forces in eV/Å.

---

For each record above, in turn, the calculated total energy values are -3928.21028, -5490.98188, -4264.14620 Ha.
For each record above, in turn, the calculated energy above the lowest of the compared OMol25 structures with the same formula, charge and spin values are 0.0, 15.6, 23.1 kcal/mol.